Entry from the Open Molecules 2025 dataset: C42H41BiN6O4PS as an isolated structure (wB97M-V/def2-TZVPD).

Geometry (Å):
1 Bi -0.8575 -0.3328 -0.4156
2 O -3.0964 -3.4778 -1.3329
3 C -2.1616 -2.9859 -1.8704
4 N -1.8790 -1.5448 -2.1142
5 C -2.9344 -0.7289 -2.6520
6 C -3.3111 -0.8152 -3.9783
7 C -4.3601 -0.0314 -4.4307
8 C -5.0109 0.8192 -3.5477
9 C -4.6247 0.9137 -2.2188
10 C -3.5669 0.1362 -1.7532
11 N -3.0168 0.2029 -0.4499
12 C -3.7147 0.6390 0.6237
13 O -4.8904 0.9490 0.6672
14 C -2.8807 0.7369 1.8822
15 C -3.4723 1.1272 3.0701
16 C -2.6801 1.2291 4.2001
17 C -1.3270 0.9382 4.1087
18 C -0.8150 0.5555 2.8845
19 N -1.5796 0.4549 1.7973
20 C -0.9041 -3.2747 -2.6026
21 C -0.2422 -4.4591 -2.6744
22 C 1.1000 -4.7572 -3.1215
23 C 2.1731 -3.9667 -3.2944
24 C 2.2744 -2.4824 -3.1046
25 N -0.7356 -1.9703 -2.9765
26 H -2.7714 -1.4854 -4.6336
27 H -4.6703 -0.0856 -5.4647
28 H -5.8348 1.4261 -3.8978
29 H -5.1413 1.5752 -1.5425
30 H -4.5297 1.3482 3.0725
31 H -3.1091 1.5418 5.1426
32 H -0.6730 1.0260 4.9636
33 H 0.2381 0.3380 2.7538
34 H -0.8346 -5.3066 -2.3487
35 H 1.2725 -5.8144 -3.3002
36 H 3.0789 -4.4595 -3.6329
37 H 3.0028 -2.0929 -3.8236
38 C 1.6669 -3.4833 -0.1315
39 O 1.7784 -2.2114 -0.6998
40 C 2.7533 -2.0122 -1.7324
41 C 3.0617 -0.5189 -1.6978
42 O 1.9393 0.3056 -1.9411
43 C 1.7402 0.7004 -3.2937
44 H 2.4709 -4.1454 -0.4573
45 H 0.7031 -3.9324 -0.3728
46 H 1.1353 -2.3449 1.4960
47 H 1.3148 -1.9976 -3.2902
48 H 3.6803 -2.5335 -1.4460
49 H 3.8620 -0.3017 -2.4129
50 H 3.4187 -0.2688 -0.6936
51 H 2.6971 0.8822 -3.7893
52 H 1.1774 1.6329 -3.2777
53 H 1.1719 -0.0472 -3.8490
54 C -0.7416 3.1769 -0.7389
55 P 0.5302 2.7709 0.5270
56 C 1.8642 3.9211 0.0374
57 C 2.9602 3.4029 -0.6471
58 C 3.9689 4.2419 -1.0997
59 C 3.8919 5.6061 -0.8630
60 C 2.8024 6.1315 -0.1805
61 C 1.7909 5.2949 0.2639
62 C -0.1353 3.5844 2.0197
63 C 0.7184 3.7018 3.1195
64 C 0.2713 4.2509 4.3088
65 C -1.0457 4.6809 4.4228
66 C -1.9029 4.5619 3.3405
67 C -1.4510 4.0176 2.1438
68 H -0.9439 4.2476 -0.7973
69 H -1.6832 2.6545 -0.5471
70 H -0.3549 2.8486 -1.7053
71 H 3.0144 2.3365 -0.8329
72 H 4.8161 3.8314 -1.6326
73 H 4.6794 6.2612 -1.2103
74 H 2.7409 7.1959 0.0027
75 H 0.9434 5.7101 0.7952
76 H 1.7485 3.3731 3.0344
77 H 0.9504 4.3532 5.1448
78 H -1.3964 5.1173 5.3482
79 H -2.9273 4.9018 3.4190
80 H -2.1353 3.9523 1.3061
81 N -2.8143 -3.0596 1.5372
82 C -1.4816 -2.9876 1.2887
83 N -0.7746 -2.1783 0.6887
84 C 1.7225 -3.2786 1.4413
85 C 3.1248 -3.1005 1.8231
86 C 3.7445 -3.9186 2.6968
87 C 3.0021 -4.9778 3.2881
88 C 1.6622 -5.1626 3.0556
89 C 0.9750 -4.2973 2.1942
90 S -0.7070 -4.5400 2.0830
91 H -3.4003 -2.6001 0.8516
92 H -3.1954 -3.9222 1.8939
93 H 3.6610 -2.3100 1.3114
94 H 4.7905 -3.8004 2.9395
95 H 3.5075 -5.6543 3.9652
96 H 1.1235 -5.9485 3.5669

Calculated values
energy relative to the best compared isomer or geometry (same formula, charge and spin): 158.3 kcal/mol
charge: +1
calculated total energy: -3208.37749 Ha
HOMO level: -0.325 Eh